A structure of composition C18H17N6OS2Sc, computed with ωB97M-V/def2-TZVPD.

The geometry in XYZ format:
```
45
C18H17N6OS2Sc ωB97M-V/def2-TZVPD
Sc 0.84988 -0.36951 -1.54541
C 2.24364 -1.64341 2.57640
C 2.17446 -0.98853 1.22812
N 1.08827 -1.08624 0.52218
N 0.03355 -1.73073 1.16898
C -0.85959 -2.21539 0.38055
S -0.84241 -2.20795 -1.36525
S -2.14706 -3.08252 1.22408
C -3.63476 -2.51388 0.35001
C -3.98887 -1.08373 0.64979
C -4.71324 -0.76765 1.79400
C -5.01071 0.55049 2.10016
C -4.58247 1.57261 1.26648
C -3.86421 1.26864 0.11956
C -3.57356 -0.05155 -0.18852
C 3.33854 -0.23536 0.73384
C 4.23828 0.30335 1.66912
C 5.33482 1.04284 1.28523
C 5.58113 1.24930 -0.06910
C 4.72533 0.73565 -1.01743
C 3.59228 0.00497 -0.63796
O 2.77993 -0.44164 -1.59096
H 1.82487 -2.64555 2.51047
H 1.61501 -1.10118 3.28510
H 3.25945 -1.70126 2.94783
H -4.41149 -3.18572 0.71904
H -3.52637 -2.69553 -0.71819
H -5.04092 -1.56075 2.45615
H -5.57745 0.78048 2.99314
H -4.80979 2.60275 1.50759
H -3.52772 2.06259 -0.53512
H -3.01606 -0.29069 -1.08501
H 4.05364 0.16424 2.72410
H 5.99600 1.45894 2.03233
H 6.44485 1.82166 -0.38256
H 4.89807 0.88996 -2.07369
N 0.77376 -0.62756 -3.84904
H 1.72129 -0.68808 -4.20911
H 0.33259 0.18590 -4.26776
H 0.26760 -1.44799 -4.16560
N -0.02070 1.51702 -1.54735
C -0.55249 2.57019 -1.59158
N -1.15786 3.66629 -1.53870
C -1.14124 4.55209 -2.52192
N -1.16827 5.36239 -3.34398
```

E_HOMO in eV: -8.542
Total charge: 0
Max |F| in Eh/bohr: 0.0053



A structure of composition C4H6N5O4 in a non-equilibrium geometry, computed with ωB97M-V/def2-TZVPD.

The geometry in XYZ format:
```
19
C4H6N5O4 ωB97M-V/def2-TZVPD
C 2.13301 0.77159 -0.29018
C 1.31511 -0.41167 0.04257
C 1.70631 2.15956 -0.34679
C -2.58427 -1.24508 0.55254
N 3.34202 0.33747 -0.35105
N 2.13675 -1.45509 0.06076
N -0.03822 -0.44561 0.21658
N -2.89126 -0.17252 -0.29008
N -0.53609 -1.56433 0.34445
O -2.07483 0.83869 -0.19426
O -3.83428 -0.09755 -1.01388
O -0.25387 -2.66761 0.35611
O 3.36926 -0.99293 -0.23485
H 0.66381 2.39753 -0.64568
H 1.88866 2.75139 0.54857
H 2.33363 2.61451 -1.03478
H -2.56851 -1.16248 1.67264
H -3.09478 -2.16180 0.45601
H -1.01242 0.50589 0.15131
```

E_HOMO (spin up / spin down) in eV: -14.687 / -14.686
Total charge: +1
Max |F| in Eh/bohr: 0.1132



A structure of composition C29H35FeN5O2SeSi2, computed with ωB97M-V/def2-TZVPD.

The geometry in XYZ format:
```
75
C29H35FeN5O2SeSi2 ωB97M-V/def2-TZVPD
Fe 0.73663 0.97488 -0.04915
N 1.14361 4.84295 -1.51734
C 2.29557 4.42652 -2.15745
C 2.34755 3.07935 -1.98257
N 1.24622 2.67937 -1.25531
C 0.55286 3.75685 -0.99354
C -0.64420 3.64995 -0.16713
N -0.86507 2.53955 0.48712
C -2.07263 2.70573 1.12688
C -2.56535 3.94265 0.84136
N -1.63945 4.53630 0.01137
H 0.82834 5.79552 -1.44505
H 2.94515 5.11117 -2.67440
H 3.06862 2.37010 -2.35468
H -2.50552 1.93157 1.73772
H -3.47018 4.44251 1.14121
H -1.73732 5.44083 -0.41709
C 4.71817 -2.69903 -0.41002
Si 2.87170 -2.88838 -0.42353
C 2.27364 -3.86790 -1.85686
C 2.24920 -3.50124 1.20200
Se 2.02148 -0.78378 -0.75576
H 5.19013 -3.48931 -1.00146
H 5.10264 -2.76393 0.61037
H 5.01539 -1.74039 -0.83722
H 2.76100 -4.84831 -1.89496
H 2.48588 -3.33889 -2.78802
H 1.19428 -4.01374 -1.78119
H 2.89505 -4.30104 1.58177
H 1.23607 -3.89373 1.10520
H 2.23878 -2.69140 1.93349
C -4.20194 1.97957 -2.89819
C -4.76894 1.17541 -1.91839
C -3.95778 0.38567 -1.11263
C -2.56468 0.38765 -1.25989
C -2.01964 1.19925 -2.25974
C -2.82461 1.98702 -3.07441
Si -1.44417 -0.64236 -0.16207
C -1.48538 -2.40583 -0.71801
C -1.31347 -3.43934 0.20742
C -1.37327 -4.76961 -0.18833
C -1.59549 -5.08574 -1.52280
C -1.76177 -4.07125 -2.45679
C -1.71166 -2.74116 -2.05539
C -1.94462 -0.62024 1.64586
C -3.19902 -1.09744 2.05299
C -3.58234 -1.07995 3.38786
C -2.70766 -0.59856 4.35369
C -1.44844 -0.14964 3.98250
C -1.07641 -0.16722 2.64297
H -4.83345 2.58905 -3.53224
H -5.84392 1.15701 -1.78782
H -4.42465 -0.23507 -0.35625
H -0.94492 1.20717 -2.42188
H -2.38015 2.59597 -3.85369
H -1.16054 -3.20141 1.25524
H -1.25247 -5.56029 0.54295
H -1.64716 -6.12252 -1.83291
H -1.94307 -4.31643 -3.49580
H -1.86118 -1.95681 -2.79120
H -3.88657 -1.50575 1.32065
H -4.55880 -1.45017 3.67617
H -3.00238 -0.58726 5.39515
H -0.75534 0.20962 4.73312
H -0.07971 0.18143 2.39217
N 5.37435 2.07550 1.70122
C 4.15367 1.32218 1.43824
C 2.95427 2.14250 1.84686
O 3.22201 3.22067 2.54794
O 1.79928 1.84370 1.59838
H 6.15122 1.47240 1.93137
H 4.20502 3.23359 2.64450
H 5.64631 2.62939 0.89859
H 4.12130 0.43253 2.06992
H 4.00996 0.97203 0.41690
```

2S+1: 6
Expectation value of S²: 8.766
E_HOMO (spin up / spin down) in eV: -8.765 / -10.471
Total charge: +1
Max |F| in Eh/bohr: 0.0162



An isolated molecule of C3H3NS2 in a non-equilibrium geometry, computed with ωB97M-V/def2-TZVPD.

The geometry in XYZ format:
```
9
C3H3NS2 ωB97M-V/def2-TZVPD
C 0.62955 -2.31123 0.41641
C -0.67112 0.36460 0.19303
C -0.19783 1.59327 -0.50681
N -0.22788 -2.20244 1.26613
S -1.13039 -0.52253 1.34208
S 1.67597 -2.16068 -0.72816
H 0.69061 1.68592 0.03422
H 0.28333 1.26998 -1.44702
H -1.05224 2.28309 -0.56990
```

E_HOMO in eV: -8.651
Total charge: 0
Max |F| in Eh/bohr: 0.0736



An isolated molecule of C3H6BrClN2 in a non-equilibrium geometry, computed with ωB97M-V/def2-TZVPD.

The geometry in XYZ format:
```
13
C3H6BrClN2 ωB97M-V/def2-TZVPD
Cl 2.48171 0.86775 -0.02492
N 0.85725 0.74555 -0.66079
C 0.47194 -0.63549 -0.88111
C -0.27190 -1.05871 0.39364
N -1.02162 0.12368 0.77496
Br -2.70571 0.20938 -0.12460
C -0.16948 1.22915 0.46911
H 1.33321 -1.25809 -1.11093
H -0.21585 -0.64066 -1.73294
H -0.92305 -1.92048 0.26530
H 0.44141 -1.25786 1.20013
H 0.41249 1.49662 1.35285
H -0.69038 2.09915 0.07932
```

Structure (SMILES): ClN1CCN(Br)C1
E_HOMO in eV: -9.298
Total charge: 0
Max |F| in Eh/bohr: 0.0372